Below is a molecular structure, C31H50ClPW in a non-equilibrium geometry, with properties calculated with ωB97M-V/def2-TZVPD.

As for the expectation value of S²: 2.043. The HOMO energy (alpha / beta) comes out at -6.374 / -7.372 eV. As for the spin multiplicity: 3. Its energy relative to the best compared isomer or geometry (same formula, charge and spin) is 0.0 kJ/mol.

Each line ends with the Löwdin spin population.
CARTESIAN COORDINATES (ANGSTROEM)
W1 -0.98 -0.41 2.08  1.61
Cl1 -1.32 -1.04 4.28  0.16
P1 -0.27 0.22 -0.23  0.04
C1 2.41 3.55 -0.84  0.00
C2 1.00 -1.57 -2.09  0.00
C3 -1.89 1.10 -0.13  0.05
C4 0.89 -2.85 -2.91  0.00
C5 3.19 -1.12 4.09  0.00
C6 0.81 1.73 -2.50  0.00
C7 1.19 2.78 -0.28  0.00
C8 4.37 -0.81 3.15  0.00
C9 -1.58 -4.80 1.37  0.00
C10 -3.59 -3.67 0.63  0.00
C11 -2.06 1.75 1.25  0.04
C12 2.37 3.73 -2.36  0.00
C13 -3.52 2.21 1.40  0.00
C14 -0.37 -1.19 -1.50  0.00
C15 -2.15 2.17 -1.22  0.02
C16 3.39 -1.53 0.97  0.00
C17 -0.96 -3.56 1.60  0.03
C18 1.41 0.98 3.78  -0.01
C19 0.65 0.56 2.58  -0.06
C20 1.01 1.44 -1.00  0.00
C21 -2.91 -4.86 0.92  0.03
C22 2.35 0.03 4.64  0.00
C23 -1.43 -1.00 -2.59  0.00
C24 -1.67 -2.36 1.40  0.02
C25 -3.99 3.14 0.28  0.00
C26 -2.96 -2.42 0.81  0.03
C27 -1.54 -2.26 -3.46  0.00
C28 4.01 -0.63 1.69  0.00
C29 -0.19 -2.76 -4.00  0.00
C30 2.04 2.43 -3.09  0.00
C31 -3.60 2.67 -1.12  0.00
H1 0.15 -2.10 -4.80  0.00
H2 -1.18 -0.13 -3.22  0.00
H3 -4.16 1.32 1.41  0.00
H4 -4.26 1.85 -1.44  0.00
H5 -1.04 -5.75 1.53  0.00
H6 -1.92 1.12 2.24  0.03
H7 -3.56 4.14 0.44  0.00
H8 -2.22 -2.05 -4.30  0.00
H9 2.80 -2.33 1.46  0.00
H10 1.74 -0.39 5.47  0.00
H11 1.37 -0.77 -2.75  0.00
H12 0.08 -3.54 1.95  0.00
H13 3.06 0.73 5.09  0.00
H14 2.47 4.53 -0.36  0.00
H15 3.27 -1.44 -0.10  0.00
H16 1.86 -3.07 -3.39  0.00
H17 -0.70 -2.04 -0.86  0.00
H18 3.66 -1.55 5.00  0.00
H19 0.66 -3.69 -2.24  0.00
H20 -3.47 -1.50 0.51  0.00
H21 2.91 1.75 -3.04  0.00
H22 1.86 2.63 -4.15  0.00
H23 5.08 -1.68 3.23  0.00
H24 -2.01 -3.05 -2.87  0.00
H25 4.39 0.27 1.23  0.00
H26 -3.75 3.48 -1.85  0.00
H27 0.73 1.47 4.50  0.00
H28 -5.07 3.26 0.33  0.00
H29 1.94 0.84 -0.87  0.00
H30 2.08 1.79 3.41  0.00
H31 -4.62 -3.70 0.24  0.00
H32 4.99 0.03 3.51  0.00
H33 -1.96 1.76 -2.23  0.00
H34 -0.05 2.39 -2.62  0.00
H35 -1.39 2.61 1.32  0.00
H36 3.33 3.00 -0.57  0.00
H37 0.59 0.82 -3.07  0.00
H38 -3.65 2.70 2.37  0.00
H39 1.62 4.49 -2.62  0.00
H40 -1.46 3.01 -1.11  0.00
H41 3.33 4.12 -2.72  0.00
H42 1.75 -1.67 -1.30  0.00
H43 0.30 3.40 -0.42  0.00
H44 -2.66 0.33 -0.26  0.01
H45 -0.34 -3.75 -4.45  0.00
H46 2.61 -1.92 3.66  0.00
H47 1.31 2.65 0.81  0.00
H48 -2.42 -0.79 -2.15  0.00
H49 -3.42 -5.82 0.78  0.00
H50 1.26 0.64 1.65  0.01